Computed, not measured: a molecular structure, C7H14O2 in a non-equilibrium geometry, with ωB97M-V/def2-TZVPD.

The geometry in XYZ format:
```
23
C7H14O2 | the Open Molecules 2025 dataset | ωB97M-V/def2-TZVPD
C 0.68636 0.46320 0.18245
C 0.77525 -1.84627 -0.18861
C 1.34365 1.68322 -0.44097
C 1.01596 0.35663 1.65993
C -1.25584 0.52930 -1.57496
C -1.43536 -1.36808 0.36428
C -0.89899 0.45696 -0.07904
O 1.17423 -0.69019 -0.59022
O -1.47756 1.26114 0.69495
H 0.79422 -2.62085 -0.94801
H 0.80686 -2.09185 0.86566
H 0.81572 2.56899 -0.09142
H 2.39403 1.74804 -0.15209
H 1.29078 1.64302 -1.52746
H 0.68710 1.28030 2.13056
H 0.49121 -0.45126 2.16478
H 2.09207 0.24062 1.80396
H -0.73632 -0.21522 -2.18079
H -2.33237 0.39366 -1.67343
H -1.02135 1.52608 -1.95279
H -1.41247 -2.39369 -0.01353
H -1.34668 -1.38718 1.44761
H -2.45046 -1.08656 0.09915
```

Output
Calculated total energy in Eh: -425.436974
Highest occupied orbital energy (spin up / spin down) in eV: -8.2 / -8.2
ΔE to the lowest compared entry with this formula, charge and spin in eV: 4.5788
Total charge: 0
Frontier orbital gap (spin up / spin down) in hartree: 0.28341 / 0.28346
F_max in hartree/bohr: 0.0300

Mulliken population analysis, charges in e, atoms 1 to 6: 1.348, -0.323, -1.833, -1.683, -1.528, -1.397